Entry 1:
{
  "formula": "C7H7N2",
  "method": "the ωB97M-V functional and the def2-TZVPD basis",
  "species": ["C", "C", "C", "C", "C", "C", "C", "N", "N", "H", "H", "H", "H", "H", "H", "H"],
  "coordinates": [[0.787, -2.089, 1.842], [-0.012, -2.086, 0.746], [1.351, -0.687, 2.242], [0.610, -0.048, 1.453], [-0.144, -0.629, 0.413], [-0.518, 1.234, -0.970], [-1.028, 1.494, -2.370], [-0.663, -0.153, -0.611], [0.140, 1.894, -0.156], [1.135, -3.019, 2.328], [-0.655, -3.000, 0.498], [2.135, -0.661, 3.081], [-1.084, 0.544, -2.948], [-0.397, 2.264, -2.928], [-2.034, 2.054, -2.512], [0.379, 2.889, -0.109]],
  "atomic_forces_ev_per_a": [[0.277, -1.256, -0.837], [-0.640, -0.650, 1.933], [2.583, -1.939, 3.088], [-0.334, 2.692, -0.828], [-1.436, -1.108, -2.135], [-0.331, -0.476, -0.936], [-0.685, 2.045, -1.540], [-0.655, -0.709, -1.069], [0.903, 0.449, 2.241], [-0.253, 0.949, 0.233], [1.093, 1.820, -0.308], [-1.382, 0.529, -1.703], [0.107, 0.739, 0.597], [-0.219, -1.264, 0.882], [1.237, -1.288, 1.021], [-0.266, -0.534, -0.639]],
  "nbo_charge": [-0.12, -0.18, -0.26, 0.40, 0.14, 0.46, -0.72, -0.31, -0.56, 0.27, 0.29, 0.34, 0.27, 0.26, 0.29, 0.43],
  "multiplicity": 1,
  "energy_ha": -379.96296,
  "charge": 1
}

***

Entry 2:
{
  "formula": "C7H7N3O",
  "method": "the ωB97M-V functional and the def2-TZVPD basis",
  "species": ["C", "C", "C", "C", "C", "C", "C", "H", "H", "H", "H", "H", "H", "H", "N", "N", "N", "O"],
  "coordinates": [[-0.742, -0.375, 1.581], [-0.220, 0.005, -0.602], [0.004, 0.126, -1.935], [1.154, 1.082, -2.406], [1.617, 2.038, -1.582], [1.272, 2.096, -0.282], [0.401, 1.058, 0.240], [-0.975, -2.848, 3.452], [-2.852, -2.669, 2.120], [-0.832, -2.230, 0.196], [-0.567, -0.617, -2.508], [1.535, 0.776, -3.466], [2.342, 2.578, -1.937], [1.826, 2.623, 0.470], [-1.530, -2.606, 2.278], [-1.359, -0.996, 2.685], [-1.127, -0.740, 0.236], [0.053, 0.698, 1.462]],
  "atomic_forces_ev_per_a": [[-3.872, -3.358, -0.101], [0.524, 3.243, 1.385], [2.290, 0.516, -0.835], [-3.884, -4.645, -2.102], [-2.267, -2.997, -0.396], [-2.561, -2.934, 4.938], [0.220, -1.246, -4.486], [-3.276, 0.216, -4.490], [5.205, -0.126, 1.520], [-1.242, 4.793, 0.619], [0.788, 0.535, -0.719], [-0.704, 1.356, 2.094], [3.998, 3.340, -1.698], [-0.018, 0.775, -0.010], [-1.796, 2.790, 3.244], [3.518, 0.714, -3.864], [3.074, -4.238, -0.192], [0.005, 1.265, 5.093]],
  "nbo_charge": [0.65, 0.05, -0.21, -0.19, -0.24, -0.26, 0.30, 0.43, 0.39, 0.44, 0.22, 0.23, 0.21, 0.23, -0.78, -0.42, -0.60, -0.44],
  "multiplicity": 1,
  "energy_ha": -510.11886,
  "charge": 0
}

***

What did we get for energy relative to the best compared isomer or geometry (same formula, charge and spin)? Answer: 111.1; 229.3 kcal per mole, in the order shown.